Below is a 9-piece molecular cluster, C3H26NO9 overall, with properties calculated with ωB97M-V with the def2-TZVPD basis set.

Geometry as XYZ:
```
39
Properties=species:S:1:pos:R:3:nbo_charge:R:1
O -2.01 0.28 -0.92 -0.7947
C -1.61 0.13 -2.30 -0.1168
C -0.94 -1.25 -2.46 -0.2204
N 0.57 -0.78 -2.10 -0.5644
C 1.60 -1.39 -2.89 -0.4538
H -2.45 0.95 -0.50 0.5059
H -2.41 0.27 -3.04 0.1947
H -1.01 1.08 -2.54 0.2215
H -1.10 -1.65 -3.40 0.2277
H -1.22 -2.07 -1.73 0.2734
H 0.69 -1.13 -1.09 0.4976
H 0.54 0.16 -1.99 0.4408
H 2.19 -0.70 -3.61 0.2495
H 1.16 -2.25 -3.41 0.2302
H 2.47 -1.97 -2.26 0.2359
H 3.45 2.51 1.44 0.4630
H 3.85 3.48 0.30 0.4833
O 3.49 2.61 0.55 -0.9455
H 0.32 -3.82 0.04 0.4897
H -1.07 -3.08 0.05 0.4831
O -0.43 -3.47 -0.53 -0.9580
H -0.20 2.34 -0.37 0.5029
H -0.57 2.94 -1.71 0.4758
O -0.03 2.16 -1.37 -0.9731
H 1.16 -1.58 4.54 0.4803
H 2.43 -1.62 3.54 0.4804
O 1.56 -2.09 3.84 -0.9593
H -1.37 3.44 0.67 0.4813
H -1.58 2.83 1.94 0.4955
O -0.89 2.88 1.22 -0.9582
H 0.70 -0.44 1.35 0.5105
H 1.25 -1.96 1.21 0.5029
O 0.98 -1.13 0.76 -0.9933
H -2.20 0.90 2.24 0.4511
H -2.25 0.04 1.01 0.4896
O -2.86 0.61 1.58 -0.9445
H 0.37 1.42 2.14 0.5022
H -0.46 0.99 3.39 0.4882
O 0.07 0.58 2.67 -0.9751
```

Properties
E_tot = -861.4597 Ha
ΔE to the lowest compared entry with this formula, charge and spin = 508.1 kJ/mol
charge = +1
HOMO energy = -13.63 eV